Record 1
Entry from OMol25: C2H3NO2 in the gas phase at a distorted geometry (ωB97M-V/def2-TZVPD).

Values from the calculation:
Highest occupied orbital energy   -10.34 eV
SMILES   O=CNC=O
E   -283.25343 Ha
Relative energy (zero: lowest compared OMol25 entry of this formula, charge and spin)   2.9 kcal per mole
HOMO-LUMO gap   0.4021 hartree

```
! RIJCOSX wB97M-V def2-TZVPD def2/J DEFGRID3
* xyz 0 1
O -1.025 1.918 0.161
O 1.427 -1.237 0.361
N -0.519 -0.249 -0.385
C -0.242 0.983 0.165
C 0.396 -1.309 -0.257
H -1.346 -0.395 -0.927
H 0.081 -2.301 -0.675
H 0.765 0.943 0.673
*
```

=====

Record 2
Entry from OMol25: a molecular structure, C2H3NO2 at a distorted geometry (ωB97M-V/def2-TZVPD).

Values from the calculation:
Highest occupied orbital energy (spin up / spin down)   -8.57 / -8.57 eV
E   -283.07629 Ha
Relative energy (zero: lowest compared OMol25 entry of this formula, charge and spin)   114.0 kcal per mole
HOMO-LUMO gap (spin up / spin down)   0.3335 / 0.3335 hartree

```
! RIJCOSX wB97M-V def2-TZVPD def2/J DEFGRID3
* xyz 0 1
O -1.164 0.204 0.068
O 2.064 0.095 0.012
N -0.348 1.412 0.092
C -0.221 -0.799 0.160
C 0.964 -0.053 -0.025
H -0.522 -1.430 -0.667
H -0.548 1.858 -0.862
H -0.224 -1.289 1.222
*
```

=====

Record 3
Entry from OMol25: 2 unconnected molecules or ions with the total composition C2H3NO2 at a distorted geometry (ωB97M-V/def2-TZVPD).

Values from the calculation:
Highest occupied orbital energy   -10.58 eV
SMILES   N=C=O.C=O
E   -283.20597 Ha
Relative energy (zero: lowest compared OMol25 entry of this formula, charge and spin)   32.7 kcal per mole
HOMO-LUMO gap   0.4066 hartree

```
! RIJCOSX wB97M-V def2-TZVPD def2/J DEFGRID3
* xyz 0 1
O 0.253 1.181 0.362
O 0.806 -0.636 -2.868
N -1.264 0.115 -2.179
C -0.138 -0.241 -2.329
C 1.016 0.340 0.761
H -1.814 0.529 -1.363
H 1.109 -0.573 0.125
H 1.538 0.294 1.691
*
```

=====

Record 4
Entry from OMol25: C2H3NO2 in the gas phase at a distorted geometry (ωB97M-V/def2-TZVPD).

Values from the calculation:
Highest occupied orbital energy (spin up / spin down)   -10.15 / -9.65 eV
E   -282.97402 Ha
Relative energy (zero: lowest compared OMol25 entry of this formula, charge and spin)   178.2 kcal per mole
HOMO-LUMO gap (spin up / spin down)   0.3191 / 0.3037 hartree

```
! RIJCOSX wB97M-V def2-TZVPD def2/J DEFGRID3
* xyz 0 1
O -1.171 -1.485 0.137
O -0.960 -0.883 1.335
N -0.477 -1.078 -0.880
C 0.536 0.682 0.329
C 0.217 0.029 -0.815
H 0.813 1.761 0.457
H 0.253 0.629 -1.866
H 0.788 0.346 1.303
*
```

=====

Record 5
Entry from OMol25: 2 unconnected molecules or ions with the total composition C2H3NO2 at a distorted geometry (ωB97M-V/def2-TZVPD).

Values from the calculation:
Highest occupied orbital energy   -9.62 eV
E   -283.09681 Ha
Relative energy (zero: lowest compared OMol25 entry of this formula, charge and spin)   101.2 kcal per mole
HOMO-LUMO gap   0.3831 hartree

```
! RIJCOSX wB97M-V def2-TZVPD def2/J DEFGRID3
* xyz 0 1
O 1.174 0.522 0.922
O -2.853 0.474 0.472
N 0.823 -0.790 0.669
C 0.999 0.085 -0.559
C -2.068 -0.017 -0.182
H -0.069 -0.789 0.830
H 0.097 0.421 -1.008
H 1.898 0.094 -1.143
*
```

=====

Record 6
Entry from OMol25: 2 unconnected molecules or ions with the total composition C2H3NO2 at a distorted geometry (ωB97M-V/def2-TZVPD).

Values from the calculation:
Highest occupied orbital energy (spin up / spin down)   -7.29 / -10.80 eV
E   -283.08121 Ha
Relative energy (zero: lowest compared OMol25 entry of this formula, charge and spin)   43.8 kcal per mole
HOMO-LUMO gap (spin up / spin down)   0.2981 / 0.2879 hartree

```
! RIJCOSX wB97M-V def2-TZVPD def2/J DEFGRID3
* xyz 0 3
O 1.745 -0.541 1.974
O -0.432 -0.081 0.003
N -0.413 -1.212 2.458
C 0.644 -0.818 2.148
C 0.195 0.747 -0.633
H 0.316 1.772 -0.345
H -1.335 -0.931 1.951
H 0.720 0.582 -1.572
*
```

=====

Q: Which of these has the lowest E?
A: number 1